Record 1
C10H18BClF4INNbO7S as an isolated structure at a distorted geometry. Source: OMol25; level of theory: ωB97M-V/def2-TZVPD.

Geometry (Å):
N1 -0.361 1.543 -3.629
B1 -0.525 1.315 -2.233
O1 -0.695 2.425 -1.414
Nb1 -0.454 -0.716 -1.016
C1 0.688 -0.015 0.788
C2 2.236 -0.042 0.786
C3 2.796 1.273 0.216
C4 4.127 1.252 -0.544
S1 5.426 0.218 0.069
O2 6.677 0.708 -0.434
O3 5.244 -0.010 1.471
Cl1 5.106 -1.541 -0.881
C5 -0.837 -2.881 -0.238
C6 -1.630 -3.789 -1.055
O4 -1.348 -4.702 -1.741
I1 -3.822 -3.324 -0.892
C7 1.398 -1.218 -2.391
F1 1.030 -1.587 -3.648
F2 2.116 -2.286 -1.929
F3 2.353 -0.251 -2.619
H1 -1.016 2.208 -4.023
H2 -0.374 0.691 -4.173
H3 -1.402 2.297 -0.764
H4 -1.573 -1.262 -2.368
H5 -1.982 -0.086 -0.249
H6 0.371 1.033 0.935
H7 0.320 -0.554 1.675
H8 2.657 -0.908 0.266
H9 2.573 -0.130 1.825
H10 2.924 1.983 1.041
H11 2.056 1.712 -0.461
H12 3.996 1.040 -1.607
H13 4.627 2.227 -0.468
H14 -1.344 -2.697 0.715
H15 0.159 -3.315 -0.073
C8 -3.904 0.059 3.297
C9 -5.016 1.092 3.294
O5 -4.388 2.207 2.704
C10 -3.378 1.748 1.896
O6 -2.825 2.410 1.084
O7 -3.138 0.451 2.164
F4 -5.434 1.417 4.544
H16 -3.300 0.153 4.201
H17 -4.246 -0.965 3.179
H18 -5.889 0.818 2.700

The calculation puts the LUMO energy at 1.893 eV. Its total energy is -2610.6143 Ha. Its net charge is -1.

Table of Mulliken atomic charges, one value per atom, all in e:
1. N -0.45
2. B 0.57
3. O -0.58
4. Nb -0.60
5. C -1.42
6. C -0.05
7. C -0.52
8. C -0.87
9. S 1.05
10. O -0.60
11. O -0.54
12. Cl -0.18
13. C -0.93
14. C 0.34
15. O -0.49
16. I -0.23
17. C 0.52
18. F -0.31
19. F -0.27
20. F -0.24
21. H 0.21
22. H 0.21
23. H 0.28
24. H 0.03
25. H 0.21
26. H 0.41
27. H 0.50
28. H 0.12
29. H 0.46
30. H 0.50
31. H 0.26
32. H 0.36
33. H 0.39
34. H 0.55
35. H 0.32
36. C -0.45
37. C 0.31
38. O -0.36
39. C 0.54
40. O -0.45
41. O -0.16
42. F -0.30
43. H 0.28
44. H 0.28
45. H 0.28

***

Record 2
C10H18BClO in the gas phase. Source: OMol25; level of theory: ωB97M-V/def2-TZVPD.

Geometry (Å):
C1 2.624 1.692 2.344
C2 1.951 1.410 1.381
B1 1.071 0.713 0.348
C3 -0.467 0.577 0.583
C4 -1.253 1.432 -0.433
C5 -2.767 1.319 -0.258
C6 -3.329 -0.067 -0.568
O1 -3.451 -0.843 0.614
C7 -2.994 -2.175 0.554
C8 1.737 0.082 -0.939
Cl1 2.478 1.392 -1.920
C9 2.721 -1.043 -0.540
C10 4.181 -0.627 -0.380
H1 3.236 1.960 3.171
H2 -0.743 -0.478 0.431
H3 -0.762 0.844 1.601
H4 -0.984 1.130 -1.452
H5 -0.960 2.481 -0.326
H6 -3.260 2.048 -0.908
H7 -3.029 1.567 0.774
H8 -2.672 -0.575 -1.286
H9 -4.320 0.027 -1.027
H10 -2.022 -2.278 1.052
H11 -2.899 -2.528 -0.478
H12 -3.713 -2.818 1.066
H13 0.970 -0.344 -1.588
H14 2.635 -1.863 -1.258
H15 2.385 -1.440 0.428
H16 4.606 -0.286 -1.322
H17 4.270 0.169 0.361
H18 4.761 -1.482 -0.024

The calculation puts the LUMO energy at 0.183 eV. Its total energy is -952.0361 Ha. As for the SMILES: C#CB(CCCCOC)[C@@H](Cl)CC.

Table of Mulliken atomic charges, one value per atom, all in e:
1. C -0.35
2. C -0.02
3. B -0.34
4. C -0.07
5. C -0.61
6. C -0.88
7. C -0.38
8. O -0.37
9. C -0.64
10. C 0.04
11. Cl -0.21
12. C -0.43
13. C -1.20
14. H 0.39
15. H -0.08
16. H 0.40
17. H 0.29
18. H 0.36
19. H 0.40
20. H 0.35
21. H 0.29
22. H 0.33
23. H 0.21
24. H 0.31
25. H 0.27
26. H 0.34
27. H 0.39
28. H 0.24
29. H 0.34
30. H 0.24
31. H 0.39

***

Record 3
C10H18BaFO8 as an isolated structure at a distorted geometry. Source: OMol25; level of theory: ωB97M-V/def2-TZVPD.

Geometry (Å):
Ba1 -0.918 -1.672 1.235
F1 -2.102 -5.500 3.749
C1 0.937 5.937 -0.551
C2 0.991 4.504 -0.491
C3 2.341 3.823 -1.005
O1 2.427 2.600 -0.939
C4 3.415 4.712 -1.469
C5 3.310 6.060 -1.440
C6 1.971 6.703 -1.017
O2 1.803 7.988 -1.005
O3 4.365 6.723 -1.741
O4 0.118 3.783 -0.005
H1 0.038 6.448 -0.240
H2 4.370 4.246 -1.667
C7 3.246 -2.479 5.252
O5 2.970 -1.388 4.437
H3 2.330 -3.008 5.514
H4 4.039 -3.093 4.824
H5 3.658 -2.098 6.187
H6 3.563 -0.653 4.607
C8 -7.102 -1.096 1.932
O6 -6.108 -1.456 1.001
H7 -7.971 -0.687 1.416
H8 -7.364 -1.997 2.486
H9 -6.682 -0.414 2.671
H10 -6.536 -1.652 0.165
C9 -3.304 -0.033 -4.402
O7 -2.742 -1.104 -3.690
H11 -4.307 -0.276 -4.753
H12 -3.357 0.858 -3.776
H13 -2.635 0.158 -5.241
H14 -2.823 -1.885 -4.242
C10 2.890 -6.002 -1.422
O8 2.844 -4.868 -0.619
H15 2.005 -6.632 -1.338
H16 2.840 -5.580 -2.426
H17 3.808 -6.576 -1.293
H18 3.673 -4.393 -0.706

The calculation puts the LUMO energy at -1.204 eV. Its total energy is -1118.8172 Ha. Its net charge is -1.

Table of Mulliken atomic charges, one value per atom, all in e:
1. Ba 1.27
2. F -0.94
3. C -0.59
4. C 0.46
5. C 0.54
6. O -0.69
7. C -0.55
8. C 0.42
9. C 0.42
10. O -0.72
11. O -0.71
12. O -0.71
13. H 0.41
14. H 0.39
15. C -0.51
16. O -0.50
17. H 0.24
18. H 0.23
19. H 0.23
20. H 0.31
21. C -0.49
22. O -0.49
23. H 0.24
24. H 0.23
25. H 0.20
26. H 0.30
27. C -0.49
28. O -0.50
29. H 0.23
30. H 0.22
31. H 0.24
32. H 0.30
33. C -0.52
34. O -0.49
35. H 0.22
36. H 0.25
37. H 0.22
38. H 0.31